1.
Here is one molecule with the formula C4H8P2 at a distorted geometry from OMol25. Energies are from the ωB97M-V functional and the def2-TZVPD basis.

```
14
Properties=species:S:1:pos:R:3:forces:R:3:lowdin_charge:R:1
C 2.683213 -0.674532 0.204683 -3.2 0.3 -0.2 -0.174
C 1.315311 -0.559472 -0.381280 -0.5 -0.9 -1.7 -0.428
P -0.068384 -0.534047 0.725467 -0.5 1.0 -0.6 0.631
P -1.644676 -1.675392 -0.234307 0.2 0.9 -0.5 0.620
C -1.413078 0.213027 -0.434321 0.4 -3.3 3.4 -0.803
C -2.294944 1.139869 0.332459 3.0 1.2 1.9 -0.228
H 3.281428 -1.344333 -0.299584 1.5 -1.5 -0.8 0.050
H 2.391236 -0.923695 1.178135 1.0 -0.7 1.9 0.020
H 3.046704 0.293053 0.199300 1.4 2.0 0.1 0.054
H 1.212731 -0.702059 -1.477568 -0.2 0.3 0.7 0.060
H -1.055918 0.436838 -1.380369 0.4 0.9 -1.7 0.019
H -2.636110 0.884263 1.357093 0.6 -0.4 -0.7 0.081
H -3.104412 1.351889 -0.211351 -3.5 0.9 -2.1 0.009
H -1.713100 2.094587 0.421643 -0.6 -0.5 0.2 0.087
```
Forces are in eV/Å.

Results
* frontier orbital gap (alpha / beta): 7.756 / 6.357 eV
* LUMO energy (alpha / beta): -0.3 / -1.1 eV
* structure (SMILES): CC=P1=P[C@H]1C

---

2.
Here is a 2-piece molecular cluster, C20H30N overall at a distorted geometry from OMol25. Energies are from the ωB97M-V functional and the def2-TZVPD basis.

```
51
Properties=species:S:1:pos:R:3:forces:R:3:lowdin_charge:R:1
C 3.958818 -0.932080 1.292350 0.0 0.1 0.0 -0.199
C 3.225184 -2.001342 2.100467 -0.1 0.1 0.1 -0.174
C 1.772094 -2.132807 1.651519 -0.1 -0.3 -0.6 -0.174
N 1.101495 -0.846098 1.572494 0.6 0.4 0.4 -0.115
C -0.269687 -0.804484 1.409618 -1.7 1.0 1.5 -0.250
C -0.990262 0.252709 1.938438 1.0 -1.6 -0.7 -0.052
C -2.470028 0.205580 2.154254 -0.7 0.0 -0.1 -0.202
C -3.126511 -1.101462 1.636328 0.2 0.1 0.2 -0.185
C -2.377859 -1.668964 0.426468 -0.2 0.0 0.1 -0.200
C -0.934387 -2.007128 0.785133 -0.1 0.0 0.1 -0.137
C 1.765743 0.318905 1.035794 0.4 0.2 -0.4 -0.185
C 3.246143 0.413134 1.402642 -0.3 0.2 0.1 -0.174
H 4.985550 -0.825949 1.650072 0.0 -0.1 -0.1 0.112
H 4.008677 -1.236931 0.240668 0.0 0.0 0.0 0.113
H 3.717372 -2.974798 2.010214 -0.1 0.1 -0.1 0.116
H 3.252649 -1.749806 3.167298 0.0 0.1 -0.1 0.120
H 1.728609 -2.645128 0.670196 0.2 0.0 0.1 0.119
H 1.216829 -2.783262 2.346678 0.2 0.3 -0.1 0.128
H -0.428548 1.028023 2.467435 -0.2 -0.2 -0.2 0.108
H -2.643237 0.277892 3.244642 0.0 0.1 -0.4 0.118
H -2.998730 1.078924 1.722413 0.2 -0.2 0.1 0.090
H -3.111105 -1.843506 2.446396 0.0 0.1 -0.2 0.118
H -4.181303 -0.922987 1.395002 0.2 0.0 0.0 0.109
H -2.888975 -2.547948 0.016899 0.0 0.1 0.1 0.115
H -2.360381 -0.901408 -0.358297 0.0 -0.1 -0.1 0.090
H -0.376905 -2.310794 -0.117996 -0.1 0.1 0.3 0.119
H -0.877582 -2.860871 1.494335 -0.2 0.4 -0.4 0.132
H 1.637874 0.338051 -0.073797 0.2 -0.1 0.2 0.110
H 1.231762 1.210678 1.397314 0.4 -0.3 -0.1 0.091
H 3.320899 0.801395 2.427814 0.0 -0.2 -0.1 0.120
H 3.695927 1.175050 0.754826 0.1 -0.2 0.1 0.110
C -0.828849 3.022166 -0.388757 0.3 0.2 0.9 -0.016
C -1.433410 2.042748 -1.300575 0.4 0.7 -1.5 -0.143
C -2.875791 2.238493 -1.550454 -0.7 -0.6 0.4 0.000
C -0.641779 1.240892 -2.166646 0.5 -0.7 -0.6 -0.161
C -1.213735 0.209378 -2.986988 -0.2 0.2 -0.1 0.019
C -0.438339 -0.550975 -3.856582 -0.2 -0.1 0.1 -0.036
C 0.941660 -0.319990 -3.962465 -0.2 0.1 0.2 -0.008
C 1.533827 0.703494 -3.210151 0.0 0.3 0.2 -0.038
C 0.766981 1.472136 -2.337151 -0.1 0.0 -0.1 0.007
H 0.109667 2.702642 0.070719 -0.1 -0.1 -0.2 0.081
H -0.627649 3.954903 -0.942388 -0.1 -0.2 -0.1 0.136
H -1.522550 3.295398 0.413037 0.1 -0.1 -0.2 0.108
H -3.378309 1.421409 -2.072053 0.2 0.1 0.1 0.088
H -3.420450 2.447318 -0.623197 0.1 0.0 -0.1 0.104
H -2.996084 3.137554 -2.179843 0.3 -0.1 0.1 0.139
H -2.295448 0.028994 -2.956858 0.6 -0.1 0.1 0.118
H -0.901826 -1.352249 -4.452712 0.2 0.5 0.4 0.128
H 1.551661 -0.929487 -4.641488 -0.3 0.3 0.3 0.130
H 2.610667 0.897661 -3.313774 -0.6 0.0 0.1 0.127
H 1.229640 2.334942 -1.849274 -0.1 -0.5 0.0 0.127
```
Forces are in eV/Å.

Results
* frontier orbital gap: 4.053 eV
* LUMO energy: -5.8 eV
* net charge: +1

---

3.
Here is an isolated ion of composition C4H6FN2 and charge +1 at a distorted geometry from OMol25. Energies are from the ωB97M-V functional and the def2-TZVPD basis.

```
13
Properties=species:S:1:pos:R:3:forces:R:3:lowdin_charge:R:1
C -0.816601 1.631590 -0.433407 -2.1 2.5 1.6 -0.107
N -0.359112 0.746554 -1.415035 -1.0 0.2 -0.7 0.039
C -0.158954 -0.415379 -1.689494 0.2 -0.7 1.4 0.009
C -0.141309 -1.976325 -0.896385 -2.0 2.2 -2.1 -0.163
F -0.743483 -2.850850 -1.643967 0.2 -0.3 -0.5 0.161
C 0.323827 -2.125553 0.253138 0.2 -0.2 0.3 0.009
N 0.924253 -2.021995 1.321092 2.3 -0.3 4.6 0.222
H -0.708878 2.741432 -0.623719 1.3 -1.3 -0.4 0.105
H -0.406736 1.397683 0.540640 0.0 0.1 0.3 0.074
H -1.958570 1.832240 -0.308747 1.4 -1.8 -0.5 0.138
H 0.126498 -0.715918 -2.646987 0.5 -0.7 -1.7 0.108
H 1.985980 -2.068946 1.424574 -1.7 -0.1 -0.5 0.202
H 0.443723 -2.040356 2.281543 0.6 0.3 -1.9 0.205
```
Forces are in eV/Å.

Results
* frontier orbital gap: 8.254 eV
* LUMO energy: -5.3 eV
* structure (SMILES): C/N=C\C(F)=C=[NH2+]
* net charge: +1

---

4.
Here is C30H25FIrN3O8S3 as an isolated structure at a distorted geometry from OMol25. Energies are from the ωB97M-V functional and the def2-TZVPD basis.

```
71
Properties=species:S:1:pos:R:3:forces:R:3:lowdin_charge:R:1
Ir -0.219878 -0.713361 -0.494170 0.1 0.6 0.0 1.234
C -3.019942 1.775636 1.593657 -0.2 0.0 -0.1 -0.014
C -2.499267 0.571154 0.815899 0.0 -0.2 0.0 -0.476
N -1.262106 0.846257 0.198324 0.4 0.0 0.3 -0.204
N -1.227422 2.064434 -0.469474 -0.1 -0.3 -0.1 -0.084
C -0.500063 2.084584 -1.508168 0.5 0.0 -0.4 -1.065
S 0.317470 0.725903 -2.284079 -0.6 0.1 -0.4 0.541
S -0.202603 3.657492 -2.334164 -0.1 -0.2 0.2 0.832
C -0.657204 4.788325 -0.985281 0.0 0.0 0.1 -0.455
C 0.432261 4.957248 0.039665 0.0 -0.1 0.0 -0.284
C 1.328077 6.019166 -0.024264 0.0 0.0 0.0 -0.066
C 2.353638 6.148773 0.903866 0.0 0.0 0.0 -0.114
C 2.497760 5.209299 1.913582 0.0 0.0 0.0 -0.122
C 1.608952 4.143730 1.986599 0.0 0.0 0.0 -0.085
C 0.582205 4.016226 1.062113 0.0 0.0 0.1 -0.029
C -2.516335 -0.685036 1.711364 -0.2 0.1 0.0 -0.106
C -3.752279 -1.115948 2.177109 0.0 0.1 0.1 -0.055
C -3.886871 -2.189678 3.049279 0.0 0.0 0.0 -0.129
C -2.742972 -2.866103 3.458939 0.0 0.1 0.0 -0.135
C -1.505969 -2.492704 2.964250 0.0 -0.1 0.2 -0.037
C -1.368942 -1.430324 2.056881 0.3 0.5 -0.3 -0.367
O -0.190150 -1.146491 1.536762 -0.4 -1.3 0.3 -0.223
H -2.234046 2.103620 2.273850 0.0 0.0 0.0 0.085
H -3.903052 1.502036 2.170871 0.0 0.0 0.0 0.070
H -3.268260 2.584323 0.910108 0.0 0.0 0.0 0.071
H -1.545215 4.354800 -0.527543 0.0 0.1 0.0 0.064
H -0.914593 5.740211 -1.452499 0.0 0.0 0.0 0.062
H 1.224952 6.749410 -0.820660 0.0 0.0 0.0 0.102
H 3.045019 6.980738 0.832085 0.0 0.0 0.0 0.088
H 3.305291 5.297977 2.630233 0.0 0.0 0.0 0.088
H 1.716420 3.396418 2.764306 0.0 0.0 0.0 0.102
H -0.100550 3.175354 1.107819 0.1 0.1 0.0 0.094
H -4.637612 -0.596808 1.829130 0.0 0.0 0.0 0.111
H -4.868747 -2.502463 3.384560 0.0 0.0 0.0 0.076
H -2.818061 -3.704878 4.144308 0.0 0.0 0.0 0.080
H -0.605900 -3.036943 3.226940 0.0 0.0 0.0 0.099
C 6.079875 -3.855518 1.595077 0.0 0.0 0.0 -0.046
C 6.404200 -2.750144 0.596671 -0.1 0.0 0.0 -0.322
C 7.472784 -1.830800 1.168634 0.0 0.0 0.0 -0.160
C 7.684145 -0.613567 0.284252 0.0 0.0 0.0 -0.136
C 6.390996 0.144262 0.190306 -0.2 -0.2 0.1 -0.156
C 6.330348 1.513566 0.105987 0.0 0.2 0.0 0.033
C 5.101330 2.157783 -0.023825 0.1 -0.2 0.0 -0.259
F 5.112931 3.502769 -0.124514 0.0 0.1 0.0 0.053
C 3.922638 1.468244 -0.069731 0.0 0.1 0.0 0.093
C 3.969950 0.072597 0.032976 -0.5 -0.2 0.0 -0.022
C 2.700749 -0.694227 -0.085145 0.2 0.1 0.2 -0.260
O 1.649348 -0.051394 -0.005352 0.2 0.3 0.2 -0.162
C 2.844475 -2.110800 -0.302705 0.0 0.2 -0.1 -0.002
C 4.066322 -2.650454 -0.094857 0.0 -0.2 0.1 0.012
N 5.191970 -1.978701 0.261891 0.2 0.0 -0.2 0.013
C 5.187559 -0.589466 0.177333 0.2 0.0 0.1 -0.085
C 1.753556 -3.072609 -0.799756 0.2 0.2 0.1 -0.612
O 2.088151 -4.259331 -0.885715 0.0 -0.1 -0.1 -0.014
O 0.656853 -2.559266 -1.141427 -0.1 0.0 0.2 -0.121
H 7.006651 -4.332616 1.920401 0.0 0.0 0.0 0.078
H 5.433833 -4.624378 1.177108 0.0 0.0 0.0 0.075
H 5.578180 -3.432190 2.467037 0.0 0.0 0.0 0.096
H 6.787334 -3.202052 -0.326859 0.0 0.0 0.0 0.151
H 8.391080 -2.408578 1.288337 0.0 0.0 0.0 0.116
H 7.154199 -1.500660 2.162783 0.0 0.0 0.0 0.131
H 7.995283 -0.943612 -0.713486 0.0 0.0 0.0 0.125
H 8.474156 0.031841 0.671823 0.0 0.0 0.0 0.113
H 7.238358 2.105848 0.112577 0.0 0.0 0.0 0.121
H 2.967305 1.960166 -0.209235 0.0 0.0 0.0 0.137
H 4.144912 -3.722692 -0.224652 0.0 0.0 0.1 0.129
O -4.351332 -1.337842 -1.843139 0.0 -0.2 0.4 -0.312
S -3.185980 -0.584651 -1.460575 0.5 -0.1 0.2 0.444
O -2.669631 0.292069 -2.469128 -0.1 0.0 -0.1 -0.335
O -2.112413 -1.491800 -0.860763 -0.3 0.3 -0.8 -0.438
O -3.613723 0.323531 -0.211123 0.1 0.0 -0.1 -0.229
```
Forces are in eV/Å.

Results
* frontier orbital gap: 4.457 eV
* LUMO energy: 3.5 eV
* net charge: -2